1.
Density functional theory data (ωB97M-V with the def2-TZVPD basis set) for a cluster of 2 separate species, C3H7BrN2O in total at a distorted geometry.

The geometry in ORCA input format:
```
! wB97M-V def2-TZVPD RIJCOSX def2/J DEFGRID3
* xyz 0 1
C 1.8663 0.5202 0.9760
C 1.3449 0.6125 -0.4210
C 0.5394 -0.3452 -1.1605
N -2.2886 -0.5354 0.5217
N -2.2821 0.3999 -0.3397
O 2.7460 0.5023 -0.1100
Br 0.0526 -1.9017 -0.3015
H 2.1205 1.4007 1.5422
H 1.7889 -0.4546 1.4936
H 1.0956 1.6549 -0.5885
H 0.0838 -0.3442 -2.0594
H -2.4497 -1.4263 0.2808
H -1.6960 -0.3957 1.2929
H -2.9217 0.3125 -1.1265
*
```

lowest unoccupied orbital energy (alpha / beta)	0.54 / -0.37	eV
Kohn-Sham gap (alpha / beta)	8.77 / 7.13	eV
molecular weight	167.006	g/mol
ΔE to the lowest compared entry with this formula, charge and spin	5.157	eV
F_max	4.20	eV Å⁻¹

***

2.
Density functional theory data (ωB97M-V with the def2-TZVPD basis set) for a structure of composition C29H38CoN3O5SSi2.

The geometry in ORCA input format:
```
! wB97M-V def2-TZVPD RIJCOSX def2/J DEFGRID3
* xyz -1 4
Co 0.0082 0.0840 -0.2946
C 2.6415 -0.0840 -2.5645
Si 2.2353 0.6154 -0.8501
C 3.3101 -0.2525 0.4465
C 2.7885 2.4093 -0.8609
C 4.0936 2.9042 -0.9189
C 4.3205 4.2693 -0.9412
C 3.2437 5.1544 -0.9124
C 1.9483 4.6691 -0.8610
C 1.7123 3.2930 -0.8314
Si 0.0546 2.3978 -0.8020
C -1.0579 3.2649 0.4418
C -0.7077 2.6376 -2.5185
H 3.7182 0.0056 -2.7415
H 2.1359 0.5078 -3.3327
H 2.3611 -1.1294 -2.7056
H 4.3631 -0.1234 0.1742
H 3.1217 -1.3207 0.5537
H 3.1645 0.2281 1.4175
H 4.9410 2.2250 -0.9386
H 5.3333 4.6534 -0.9765
H 3.4245 6.2229 -0.9268
H 1.1187 5.3693 -0.8374
H -1.1859 4.3093 0.1365
H -0.5990 3.2548 1.4307
H -2.0416 2.7977 0.4805
H -0.7737 3.7130 -2.7148
H -1.7145 2.2243 -2.5839
H -0.0967 2.2021 -3.3132
O -4.0417 0.3568 -1.1430
C -2.8489 0.1183 -1.2735
O -1.9364 0.4707 -0.4414
C -2.4157 -0.7610 -2.4365
C -1.1257 -0.7675 -2.9494
C -0.7677 -1.6074 -3.9953
C -1.7029 -2.4657 -4.5483
C -2.9885 -2.4334 -4.0330
C -3.3701 -1.6029 -2.9991
N -3.9999 -3.3295 -4.6296
O -3.6439 -4.0643 -5.5288
O -5.1036 -3.3536 -4.1323
H -0.3776 -0.0870 -2.5517
H 0.2451 -1.5925 -4.3759
H -1.4589 -3.1386 -5.3550
H -4.3815 -1.5911 -2.6237
C 1.8737 -0.4914 4.9519
C 0.6858 -1.2646 4.3920
C 0.5562 -1.1837 2.8754
S -0.0485 0.3667 2.1771
O 0.6717 1.4934 2.8290
C -1.7641 0.3618 2.7599
C -1.9818 1.1359 4.0621
C -2.3581 2.5919 3.8265
H 1.9447 -0.6250 6.0330
H 1.7919 0.5710 4.7305
H 2.8053 -0.8541 4.5110
H -0.2432 -0.9472 4.8696
H 0.7929 -2.3254 4.6382
H -0.1133 -1.9504 2.4807
H 1.5184 -1.3419 2.3844
H -2.0523 -0.6883 2.8383
H -2.3344 0.7858 1.9305
H -1.0813 1.0959 4.6766
H -2.7718 0.6312 4.6243
H -1.5364 3.1293 3.3547
H -2.5972 3.0900 4.7679
H -3.2295 2.6691 3.1730
N -0.5865 -7.3261 0.1049
C -0.4643 -6.1751 0.0178
C -0.3083 -4.7835 -0.0748
C 0.8891 -4.1807 -0.5612
C 1.0080 -2.8264 -0.6081
N 0.0416 -1.9428 -0.2007
C -1.1315 -2.5318 0.2257
C -1.3378 -3.8730 0.3064
H 1.7137 -4.7938 -0.9000
H 1.9248 -2.3894 -0.9848
H -1.9253 -1.8432 0.4965
H -2.2958 -4.2375 0.6530
*
```

lowest unoccupied orbital energy (alpha / beta)	1.89 / 1.85	eV
Kohn-Sham gap (alpha / beta)	4.82 / 7.75	eV
molecular weight	655.811	g/mol
ΔE to the lowest compared entry with this formula, charge and spin	0.000	eV
F_max	0.81	eV Å⁻¹